{"formula": "C27H52F5N5O6", "method": "ωB97M-V with the def2-TZVPD basis set", "species": ["C", "C", "C", "C", "N", "C", "C", "C", "N", "C", "F", "F", "C", "F", "F", "F", "H", "H", "H", "H", "H", "H", "H", "C", "O", "C", "C", "N", "C", "C", "O", "C", "H", "H", "H", "H", "H", "H", "H", "H", "H", "H", "H", "H", "H", "H", "H", "C", "O", "C", "C", "N", "C", "C", "O", "C", "H", "H", "H", "H", "H", "H", "H", "H", "H", "H", "H", "H", "H", "H", "H", "C", "O", "C", "C", "N", "C", "C", "O", "C", "H", "H", "H", "H", "H", "H", "H", "H", "H", "H", "H", "H", "H", "H", "H"], "xyz": [[3.90122, -1.15208, 7.09048], [4.08948, -0.91205, 5.72489], [3.01247, -0.59975, 4.67714], [3.65372, -0.97270, 3.32644], [4.14748, -1.31488, 2.38318], [2.69772, 0.98094, 4.56362], [3.04802, 1.79360, 5.84861], [3.58114, 1.56017, 3.46751], [4.32498, 1.96159, 2.73542], [1.72073, -1.46974, 4.73324], [2.02476, -2.76527, 4.52782], [0.92281, -1.10216, 3.69788], [0.85046, -1.36862, 6.03215], [1.12784, -2.36266, 6.87147], [-0.42937, -1.58012, 5.67282], [0.87302, -0.18821, 6.63124], [3.62340, -2.16557, 7.43923], [4.06062, -0.37212, 7.85568], [5.13910, -0.90023, 5.35675], [1.65190, 1.14433, 4.24159], [4.06880, 2.20724, 5.81169], [2.87438, 1.25889, 6.79278], [2.36494, 2.67102, 5.86331], [1.26031, 1.92361, 0.81037], [0.23004, 1.25117, 1.51873], [-0.93756, 2.03427, 1.73856], [-2.07923, 1.60224, 0.82965], [-1.82740, 1.96050, -0.56387], [-2.68895, 1.28397, -1.53689], [-2.72846, -0.24758, -1.54859], [-1.54434, -0.86946, -2.02264], [-0.47836, -0.92521, -1.08954], [2.17970, 1.35187, 0.93369], [1.04265, 1.97398, -0.25965], [1.42605, 2.93167, 1.20329], [-0.73528, 3.10693, 1.64282], [-1.24118, 1.84528, 2.77309], [-3.00438, 2.08582, 1.16019], [-2.19824, 0.52038, 0.95640], [-0.86673, 1.74457, -0.79481], [-2.35338, 1.61164, -2.52507], [-3.71004, 1.66057, -1.41088], [-3.51032, -0.53815, -2.25739], [-3.03069, -0.67347, -0.58836], [-0.83027, -1.09966, -0.07008], [0.11965, -0.01329, -1.14232], [0.17519, -1.75184, -1.37258], [-3.86405, -7.19026, -2.80316], [-4.97334, -6.32643, -2.96815], [-6.07679, -6.61449, -2.11516], [-6.20076, -5.59685, -0.98938], [-5.12521, -5.73310, -0.01164], [-4.96943, -4.59383, 0.89603], [-4.75219, -3.19660, 0.30477], [-3.48985, -2.99408, -0.30823], [-3.36654, -3.54455, -1.61169], [-3.20963, -7.06101, -3.66525], [-3.28831, -6.93958, -1.90742], [-4.17454, -8.23833, -2.75942], [-6.03506, -7.63738, -1.72556], [-6.97120, -6.53405, -2.73916], [-7.16137, -5.73784, -0.48371], [-6.20420, -4.60434, -1.45338], [-4.24944, -5.86615, -0.49821], [-4.10554, -4.81959, 1.52694], [-5.84206, -4.56192, 1.55740], [-4.78039, -2.49291, 1.14241], [-5.56154, -2.88850, -0.36751], [-4.29116, -3.46089, -2.18824], [-3.04340, -4.58525, -1.54389], [-2.58397, -2.99887, -2.13917], [2.54177, 7.13059, -3.55621], [2.69135, 6.35206, -4.72888], [4.04217, 6.05545, -5.07103], [4.39466, 4.60503, -4.77127], [4.46914, 4.34892, -3.33610], [4.45556, 2.93221, -2.96114], [3.29369, 2.05100, -3.43206], [2.04696, 2.32046, -2.81056], [1.36062, 3.45467, -3.31090], [1.52381, 7.52043, -3.54227], [2.68053, 6.52899, -2.65308], [3.23551, 7.97634, -3.54472], [4.74524, 6.74443, -4.59070], [4.12038, 6.20265, -6.15173], [5.36262, 4.37064, -5.22543], [3.63343, 3.98339, -5.25571], [3.68967, 4.80036, -2.87776], [4.46623, 2.90356, -1.86819], [5.39508, 2.48038, -3.29634], [3.54087, 1.02499, -3.14577], [3.18540, 2.03549, -4.52252], [1.48276, 3.57033, -4.39027], [1.68518, 4.35591, -2.78698], [0.29770, 3.32772, -3.09720]], "atomic_forces_ev_per_a": [[-0.359, -0.617, -0.534], [0.226, 0.245, 0.578], [1.154, -1.975, -2.064], [-2.610, 0.868, 4.504], [1.743, -1.167, -3.310], [1.230, 0.447, -0.092], [-0.849, 0.884, -0.055], [-3.414, -2.010, 3.746], [2.541, 1.664, -2.667], [0.078, 0.632, -0.332], [0.102, 0.122, 0.387], [0.144, 0.183, 0.276], [-1.460, -1.208, -0.715], [0.564, 0.428, 0.368], [0.004, 0.163, -0.120], [0.609, 0.164, 0.180], [-1.954, 1.162, -0.109], [2.108, -0.971, -0.168], [-0.576, 2.244, 0.263], [0.461, -0.369, 0.255], [-0.351, -0.491, 0.084], [0.106, 0.061, -0.559], [0.449, -0.445, 0.005], [0.051, -0.218, -0.085], [0.129, 0.361, 0.119], [-0.313, -0.289, 0.125], [0.256, 0.079, -0.199], [-0.011, -0.180, 0.068], [0.209, 0.090, -0.076], [-0.173, 0.183, -0.151], [-0.088, 0.048, 0.121], [0.086, -0.043, -0.228], [-0.062, -0.030, 0.016], [0.091, 0.175, -0.037], [-0.031, 0.009, -0.035], [0.087, -0.064, -0.135], [-0.038, 0.044, -0.003], [-0.004, -0.011, 0.001], [-0.066, -0.015, 0.158], [-0.010, 0.017, 0.053], [-0.082, -0.013, -0.009], [-0.024, -0.091, 0.049], [0.041, 0.011, -0.022], [0.169, 0.033, 0.060], [-0.031, 0.086, 0.003], [0.063, 0.007, 0.201], [-0.100, -0.028, -0.050], [-0.010, 0.163, -0.150], [0.068, -0.324, 0.156], [-0.284, 0.335, -0.033], [0.309, -0.148, -0.001], [-0.012, 0.193, -0.096], [0.101, -0.191, -0.077], [0.063, 0.118, 0.299], [-0.250, -0.104, -0.074], [0.360, 0.014, 0.092], [-0.068, 0.051, -0.001], [0.038, -0.157, 0.066], [0.009, 0.014, 0.064], [0.156, 0.055, 0.020], [-0.011, -0.041, 0.030], [-0.002, 0.013, -0.009], [-0.159, 0.005, -0.082], [-0.049, -0.025, -0.023], [-0.046, 0.073, 0.047], [-0.032, 0.082, -0.054], [0.032, -0.032, 0.002], [0.026, -0.129, -0.132], [-0.060, -0.116, 0.080], [-0.169, -0.099, -0.205], [-0.039, 0.107, 0.129], [-0.169, -0.068, -0.133], [0.205, 0.207, 0.220], [0.002, -0.306, -0.328], [-0.122, 0.164, 0.287], [-0.157, -0.118, -0.117], [-0.043, 0.215, 0.104], [0.176, -0.256, 0.163], [0.021, 0.033, -0.151], [-0.142, -0.125, 0.288], [0.016, -0.048, -0.067], [0.097, 0.108, 0.104], [0.031, -0.043, 0.042], [-0.106, -0.040, 0.125], [0.041, 0.022, 0.017], [-0.011, -0.008, -0.010], [0.040, 0.018, -0.179], [0.032, 0.033, -0.039], [0.037, -0.095, -0.027], [-0.057, -0.047, -0.070], [-0.022, 0.036, 0.040], [-0.061, 0.178, -0.018], [0.095, 0.062, 0.020], [-0.007, 0.158, -0.195], [0.036, -0.105, 0.006]], "e_lumo_ha": -0.0578, "multiplicity": 1, "gap_ev": 6.81, "smiles": "C=C[C@](C#N)([C@@H](C)C#N)C(F)(F)C(F)(F)F.COCCNCCOC.COCCNCCOC.COCCNCCOC", "largest_force_ha_per_bohr": 0.1060, "energy_ha": -2284.18365}

---

{"formula": "C25H31BrN4O4S4W", "method": "ωB97M-V with the def2-TZVPD basis set", "species": ["W", "O", "C", "N", "C", "C", "C", "C", "C", "C", "N", "C", "C", "C", "C", "C", "N", "H", "H", "H", "H", "H", "H", "H", "H", "H", "H", "C", "C", "S", "C", "C", "S", "C", "C", "S", "H", "H", "H", "H", "H", "H", "H", "H", "H", "H", "H", "H", "C", "C", "C", "C", "C", "Br", "N", "C", "H", "H", "H", "H", "H", "H", "C", "S", "O", "O", "O", "H", "H", "H"], "xyz": [[0.26648, -0.84285, -0.18715], [0.01672, -0.78858, -4.18014], [-0.00694, -0.44775, -3.02460], [-0.42860, -1.26432, -1.96611], [-1.01664, -2.52705, -2.35921], [-1.37003, -3.22394, -1.10230], [-2.00818, -4.45717, -1.06335], [-2.23554, -5.05400, 0.15663], [-1.81740, -4.40584, 1.31689], [-1.20160, -3.18342, 1.21227], [-0.98963, -2.58130, 0.01637], [0.31400, 0.92915, -2.54408], [0.54974, 1.97899, -3.39348], [0.58726, 3.25609, -2.82882], [0.41702, 3.40671, -1.46370], [0.26934, 2.27983, -0.65434], [0.20855, 1.06404, -1.20774], [-0.31039, -3.12912, -2.94724], [-1.90310, -2.35854, -2.98757], [-2.29818, -4.93038, -1.98990], [-2.72425, -6.01746, 0.21234], [-1.95845, -4.84414, 2.29355], [-0.85062, -2.66621, 2.09240], [0.63453, 1.79795, -4.45520], [0.72611, 4.12284, -3.45904], [0.42360, 4.38012, -1.00434], [0.21865, 2.34878, 0.43132], [3.83690, 3.28346, 1.19495], [3.67677, 1.99168, 0.41344], [2.69724, 0.62754, 1.11175], [2.97491, 0.70304, 2.88623], [2.21062, 1.66310, 3.80464], [0.66637, 2.37192, 3.19279], [0.91691, 4.12335, 3.53469], [2.15527, 4.77831, 2.93182], [2.43234, 4.42488, 1.18872], [4.69000, 3.80018, 0.74885], [4.12026, 3.07445, 2.22457], [4.67553, 1.57354, 0.27224], [3.27359, 2.17245, -0.58488], [4.04795, 0.87649, 2.99805], [2.82389, -0.32380, 3.22297], [2.86494, 2.48698, 4.08482], [2.01421, 1.12103, 4.72886], [0.91316, 4.29592, 4.61203], [0.01572, 4.59487, 3.14018], [3.05762, 4.51815, 3.48556], [2.05754, 5.85986, 3.03190], [-0.24382, -0.56341, 5.28318], [-0.93318, -0.26288, 3.98762], [-2.22866, 0.25087, 3.92692], [-2.81708, 0.52330, 2.71065], [-2.09770, 0.26888, 1.54695], [-2.91731, 0.60196, -0.09497], [-0.85741, -0.23356, 1.57543], [-0.29378, -0.49298, 2.78240], [-0.94915, -0.58147, 6.10963], [0.49675, 0.20162, 5.50370], [0.26183, -1.52681, 5.24759], [-2.78182, 0.43810, 4.83711], [-3.81876, 0.91742, 2.63666], [0.69983, -0.93248, 2.76486], [3.97930, -2.85934, 0.11570], [2.33674, -2.54345, -0.34753], [2.22338, -1.26562, -1.13159], [1.80614, -3.71170, -0.96369], [1.57118, -2.09259, 0.91122], [4.47081, -3.27972, -0.75696], [3.94506, -3.58938, 0.91977], [4.44905, -1.93487, 0.43665]], "atomic_forces_ev_per_a": [[0.836, -0.289, -0.383], [-0.029, 0.130, 0.506], [-0.141, -0.149, -0.386], [0.106, 0.339, -0.159], [-0.122, 0.001, -0.158], [-0.091, -0.177, 0.063], [0.107, 0.210, -0.005], [-0.027, -0.036, 0.051], [0.075, 0.130, -0.015], [-0.115, -0.025, -0.117], [-0.003, -0.253, 0.228], [-0.063, -0.067, -0.078], [-0.166, 0.174, 0.228], [-0.017, -0.121, -0.055], [0.057, -0.282, 0.187], [-0.017, 0.256, -0.350], [0.255, 0.003, 0.342], [-0.074, 0.081, 0.092], [0.179, -0.049, 0.081], [-0.011, -0.025, -0.028], [-0.001, 0.002, 0.003], [-0.018, -0.029, 0.001], [-0.028, -0.054, -0.084], [0.010, -0.003, -0.020], [0.012, 0.045, -0.017], [0.035, 0.107, 0.044], [0.002, -0.035, -0.187], [0.138, 0.024, 0.105], [0.173, -0.038, -0.114], [-0.275, 0.115, -0.056], [0.352, -0.205, 0.066], [0.101, 0.130, 0.171], [0.007, 0.167, -0.011], [-0.018, 0.201, 0.069], [0.092, -0.037, 0.155], [-0.095, 0.044, -0.312], [-0.067, 0.026, 0.026], [-0.004, 0.020, 0.057], [-0.019, 0.008, -0.039], [-0.082, -0.008, 0.033], [-0.018, -0.049, 0.063], [-0.034, -0.031, -0.106], [-0.087, 0.044, -0.052], [0.035, 0.088, 0.003], [-0.023, -0.032, 0.012], [-0.021, -0.019, -0.027], [0.001, -0.018, -0.029], [-0.027, -0.006, -0.024], [-0.108, -0.060, 0.009], [0.005, -0.128, -0.236], [0.005, -0.006, 0.027], [0.226, -0.063, -0.197], [0.140, 0.032, 0.691], [0.006, -0.078, -0.297], [-0.105, 0.087, -0.063], [-0.291, 0.022, 0.076], [-0.044, -0.017, 0.017], [-0.013, 0.052, 0.064], [0.050, -0.034, 0.005], [0.000, 0.000, 0.059], [-0.040, 0.011, 0.027], [-0.135, 0.045, -0.071], [0.208, 0.282, 0.020], [-0.117, -0.055, 0.384], [-0.423, -0.063, -0.159], [-0.088, 0.085, -0.016], [-0.249, -0.361, -0.140], [0.083, -0.031, -0.049], [-0.004, -0.085, 0.026], [0.016, 0.055, 0.045]], "e_lumo_ha": [-0.2427, -0.2481], "multiplicity": 1, "gap_ev": [6.85, 6.70], "charge": 2, "largest_force_ha_per_bohr": 0.0188, "energy_ha": -5724.65931, "de_lowest_kcal_mol": 28.4}